DFT (ωB97M-V with the def2-TZVPD basis set) results for C30H32N4NiP2Si as an isolated structure.

Positions of all 70 atoms, in Å:
Ni1 -0.20 -1.73 0.36
N1 -0.15 1.15 -2.09
P1 1.42 -0.16 -0.08
C1 1.24 0.64 1.56
C2 0.86 -0.14 2.64
C3 0.70 0.42 3.91
C4 0.93 1.77 4.09
C5 1.33 2.56 3.01
C6 1.49 2.00 1.76
C7 2.92 0.60 -0.74
C8 2.92 1.59 -1.71
C9 4.13 2.18 -2.07
C10 5.32 1.77 -1.49
C11 5.31 0.77 -0.52
C12 4.12 0.18 -0.15
P2 -2.61 0.34 -1.01
C13 -3.85 1.66 -0.78
C14 -5.08 1.37 -0.19
C15 -6.07 2.35 -0.09
C16 -5.84 3.62 -0.61
C17 -4.62 3.90 -1.22
C18 -3.64 2.93 -1.31
C19 -2.53 -0.39 0.69
C20 -2.40 -1.79 0.84
C21 -2.33 -2.38 2.10
C22 -2.40 -1.58 3.24
C23 -2.52 -0.21 3.10
C24 -2.58 0.39 1.84
H1 -0.63 0.63 -2.83
H2 0.73 -1.22 2.53
H3 0.41 -0.21 4.74
H4 0.80 2.21 5.07
H5 1.50 3.62 3.15
H6 1.80 2.63 0.93
H7 1.99 1.93 -2.15
H8 4.13 2.97 -2.81
H9 6.25 2.24 -1.77
H10 6.24 0.45 -0.06
H11 4.11 -0.59 0.61
H12 -5.27 0.38 0.22
H13 -7.01 2.11 0.38
H14 -6.60 4.38 -0.53
H15 -4.43 4.89 -1.61
H16 -2.69 3.18 -1.77
H17 -2.47 -2.42 -0.04
H18 -2.25 -3.46 2.19
H19 -2.35 -2.03 4.22
H20 -2.56 0.42 3.98
H21 -2.65 1.47 1.75
N2 0.01 0.16 -1.00
C25 -1.00 1.30 -0.92
N3 -0.89 2.35 -0.08
C26 -0.20 3.39 -0.49
N4 0.40 4.35 -0.79
C27 3.22 -3.36 -0.77
Si1 1.59 -3.56 -1.63
C28 1.43 -2.37 -3.05
C29 1.53 -5.31 -2.29
C30 0.13 -3.37 -0.48
H22 4.02 -3.76 -1.40
H23 3.24 -3.92 0.17
H24 3.45 -2.32 -0.56
H25 2.39 -2.25 -3.57
H26 1.12 -1.39 -2.70
H27 0.69 -2.72 -3.77
H28 2.36 -5.47 -2.98
H29 0.60 -5.50 -2.83
H30 1.61 -6.04 -1.48
H31 0.17 -4.07 0.36
H32 -0.81 -3.52 -1.02

Properties
**E_HOMO (alpha / beta)**: -7.33 / -7.33 eV
**Orbital gap (alpha / beta)**: 6.0660 / 5.9566 eV



DFT (ωB97M-V with the def2-TZVPD basis set) results for C42H36BN4OP2PdS as an isolated structure.

Positions of all 88 atoms, in Å:
Pd1 -0.10 -0.12 -0.10
O1 -2.06 -0.86 -2.52
S1 -1.01 0.08 -2.11
C1 0.26 0.07 -3.35
C2 -0.07 0.11 -4.69
C3 0.95 0.13 -5.63
C4 2.28 0.09 -5.21
C5 2.59 -0.03 -3.87
C6 1.57 -0.07 -2.92
P1 1.87 -0.49 -1.18
C7 2.35 -2.22 -1.14
C8 2.49 -3.02 -2.28
C9 2.78 -4.37 -2.14
C10 2.93 -4.92 -0.88
C11 2.78 -4.14 0.25
C12 2.48 -2.79 0.13
C13 3.29 0.51 -0.70
C14 4.46 -0.04 -0.20
C15 5.51 0.79 0.18
C16 5.39 2.17 0.04
C17 4.22 2.72 -0.47
C18 3.17 1.89 -0.84
C19 -1.75 1.71 -2.11
C20 -1.91 2.49 -3.24
C21 -2.72 3.61 -3.17
C22 -3.38 3.92 -2.00
C23 -3.21 3.15 -0.86
C24 -2.36 2.05 -0.90
P2 -2.00 1.02 0.58
C25 -1.66 2.15 1.94
C26 -1.39 3.50 1.78
C27 -1.03 4.27 2.88
C28 -0.94 3.70 4.13
C29 -1.20 2.34 4.30
C30 -1.55 1.57 3.21
C31 -3.54 0.16 0.97
C32 -4.44 0.68 1.90
C33 -5.63 0.02 2.15
C34 -5.93 -1.16 1.48
C35 -5.03 -1.68 0.56
C36 -3.83 -1.03 0.30
H1 -1.11 0.12 -5.00
H2 0.72 0.17 -6.68
H3 3.07 0.11 -5.95
H4 3.62 -0.11 -3.55
H5 2.36 -2.59 -3.26
H6 2.88 -4.98 -3.02
H7 3.15 -5.98 -0.78
H8 2.87 -4.58 1.24
H9 2.33 -2.19 1.01
H10 4.56 -1.11 -0.09
H11 6.42 0.37 0.57
H12 6.21 2.81 0.33
H13 4.13 3.79 -0.59
H14 2.25 2.32 -1.23
H15 -1.41 2.23 -4.17
H16 -2.84 4.24 -4.05
H17 -4.04 4.79 -1.96
H18 -3.73 3.40 0.05
H19 -1.44 3.96 0.80
H20 -0.82 5.33 2.74
H21 -0.67 4.30 4.99
H22 -1.12 1.88 5.27
H23 -1.73 0.50 3.34
H24 -4.22 1.59 2.43
H25 -6.33 0.42 2.87
H26 -6.86 -1.68 1.68
H27 -5.25 -2.61 0.04
H28 -3.13 -1.44 -0.41
B1 -0.18 -2.02 2.97
N1 -0.37 -2.84 1.68
C37 -0.46 -4.18 1.62
C38 -0.90 -4.53 0.36
C39 -1.06 -3.31 -0.30
N2 -0.75 -2.30 0.51
N3 0.78 -0.77 2.78
C40 1.51 -0.27 3.78
C41 2.05 0.95 3.41
C42 1.58 1.14 2.12
N4 0.82 0.11 1.75
H29 -1.25 -1.62 3.39
H30 0.39 -2.72 3.77
H31 -0.22 -4.78 2.48
H32 -1.08 -5.52 -0.02
H33 -1.38 -3.12 -1.31
H34 1.60 -0.83 4.70
H35 2.68 1.59 3.99
H36 1.75 1.96 1.44

Properties
**E_HOMO**: -10.79 eV
**Orbital gap**: 7.8584 eV
**Charge**: +1



Summary of ΔE to the lowest compared entry with this formula, charge and spin in kJ/mol
492.2, 0.0
(order as listed above)